Record 1
Below is 2 unconnected molecules or ions with the total composition C9H14 at a distorted geometry, with properties calculated with ωB97M-V/def2-TZVPD.

Geometry (Å):
C (0.84, 1.75, 1.30)
C (1.14, 1.06, 0.00)
C (1.95, -0.08, 0.00)
C (2.22, -0.73, -1.20)
C (1.66, -0.29, -2.38)
C (0.89, 0.87, -2.39)
C (0.68, 1.56, -1.21)
H (1.01, 1.15, 2.19)
H (-0.21, 2.07, 1.36)
H (1.45, 2.65, 1.39)
H (2.12, -0.57, 0.96)
H (2.84, -1.62, -1.18)
H (1.88, -0.83, -3.29)
H (0.53, 1.22, -3.35)
H (-0.04, 2.38, -1.17)
C (-1.68, -1.03, 1.13)
C (-3.08, -1.66, 1.14)
H (-1.27, -0.67, 2.07)
H (-0.96, -1.76, 0.77)
H (-1.67, -0.17, 0.45)
H (-3.07, -2.66, 1.57)
H (-3.75, -1.01, 1.71)
H (-3.49, -1.64, 0.13)

Results
HOMO energy in eV: -9.0
Energy relative to the best compared isomer or geometry (same formula, charge and spin) in eV: 0.286
LUMO level in eV: 1.00
Frontier orbital gap in hartree: 0.3687
Structure (SMILES): Cc1ccccc1.CC

natural (NBO) population analysis, charges in e, atoms 1 to 2: number 1, C, carries -0.64; number 2, C, carries 0.00

---

Record 2
Below is 2 unconnected molecules or ions with the total composition C9H14 at a distorted geometry, with properties calculated with ωB97M-V/def2-TZVPD.

Geometry (Å):
C (2.77, -1.36, 1.31)
C (2.01, -0.38, 0.47)
C (2.38, 0.94, 0.46)
C (1.64, 1.90, -0.24)
C (0.44, 1.51, -0.81)
C (0.13, 0.16, -0.93)
C (0.89, -0.78, -0.26)
H (2.08, -1.80, 2.02)
H (3.65, -0.96, 1.79)
H (3.19, -2.23, 0.79)
H (3.29, 1.32, 0.92)
H (2.10, 2.84, -0.53)
H (-0.26, 2.23, -1.23)
H (-0.76, -0.15, -1.44)
H (0.63, -1.83, -0.30)
C (-3.76, -0.05, -0.37)
C (-4.57, -1.25, 0.15)
H (-2.78, -0.35, -0.72)
H (-4.28, 0.41, -1.19)
H (-3.66, 0.76, 0.35)
H (-4.42, -2.17, -0.39)
H (-5.63, -0.97, 0.19)
H (-4.27, -1.38, 1.20)

Results
HOMO energy in eV: -9.0
Energy relative to the best compared isomer or geometry (same formula, charge and spin) in eV: 0.553
LUMO level in eV: 1.01
Frontier orbital gap in hartree: 0.3670
Structure (SMILES): Cc1ccccc1.CC

natural (NBO) population analysis, charges in e, atoms 1 to 2: number 1, C, carries -0.63; number 2, C, carries -0.01

---

Record 3
Below is 2 unconnected molecules or ions with the total composition C9H14 at a distorted geometry, with properties calculated with ωB97M-V/def2-TZVPD.

Geometry (Å):
C (2.02, -0.41, -2.13)
C (1.62, 0.21, -0.84)
C (1.03, 1.50, -0.94)
C (0.69, 2.19, 0.21)
C (0.88, 1.60, 1.47)
C (1.41, 0.34, 1.60)
C (1.65, -0.38, 0.41)
H (1.57, -1.41, -2.26)
H (3.08, -0.42, -2.34)
H (1.59, 0.11, -2.99)
H (1.04, 2.13, -1.82)
H (0.26, 3.18, 0.18)
H (0.77, 2.27, 2.31)
H (1.68, -0.05, 2.56)
H (1.93, -1.42, 0.49)
C (-3.17, -1.51, 0.97)
C (-2.18, -0.79, 0.01)
H (-4.20, -1.57, 0.62)
H (-2.87, -2.56, 1.02)
H (-3.10, -1.06, 1.96)
H (-2.63, 0.09, -0.41)
H (-1.31, -0.54, 0.62)
H (-1.77, -1.50, -0.70)

Results
HOMO energy in eV: -9.1
Energy relative to the best compared isomer or geometry (same formula, charge and spin) in eV: 0.611
LUMO level in eV: 1.04
Frontier orbital gap in hartree: 0.3726
Structure (SMILES): Cc1ccccc1.CC

natural (NBO) population analysis, charges in e, atoms 1 to 2: number 1, C, carries -0.63; number 2, C, carries -0.02

---

Record 4
Below is 2 unconnected molecules or ions with the total composition C9H14 at a distorted geometry, with properties calculated with ωB97M-V/def2-TZVPD.

Geometry (Å):
C (-0.05, -1.57, -1.53)
C (-0.96, -1.24, -0.45)
C (-2.07, -0.37, -0.69)
C (-2.69, 0.29, 0.30)
C (-2.26, 0.12, 1.61)
C (-1.47, -0.94, 1.94)
C (-0.76, -1.57, 0.85)
H (0.01, -2.68, -1.51)
H (0.87, -1.00, -1.30)
H (-0.43, -1.44, -2.59)
H (-2.23, -0.22, -1.90)
H (-3.43, 1.07, 0.18)
H (-2.53, 0.88, 2.40)
H (-1.00, -1.22, 3.01)
H (0.13, -2.21, 1.08)
C (3.16, 1.41, -0.14)
C (1.66, 1.51, -0.37)
H (3.47, 2.49, -0.14)
H (3.47, 1.16, 0.85)
H (3.70, 0.86, -0.94)
H (1.23, 2.33, -0.95)
H (0.89, 0.75, -0.40)
H (1.29, 1.59, 0.68)

Results
HOMO energy in eV: -9.0
Energy relative to the best compared isomer or geometry (same formula, charge and spin) in eV: 2.550
LUMO level in eV: 0.96
Frontier orbital gap in hartree: 0.3667
Structure (SMILES): Cc1ccccc1.CC

natural (NBO) population analysis, charges in e, atoms 1 to 2: number 1, C, carries -0.65; number 2, C, carries -0.04

---

Record 5
Below is 2 unconnected molecules or ions with the total composition C9H14 at a distorted geometry, with properties calculated with ωB97M-V/def2-TZVPD.

Geometry (Å):
C (-3.07, 1.84, -1.47)
C (-1.73, 1.39, -1.10)
C (-1.49, 0.27, -0.33)
C (-0.23, -0.33, -0.47)
C (0.82, 0.20, -1.18)
C (0.60, 1.48, -1.81)
C (-0.64, 2.09, -1.72)
H (-3.31, 2.76, -0.91)
H (-3.83, 1.10, -1.17)
H (-3.25, 1.94, -2.55)
H (-2.25, -0.36, 0.18)
H (-0.04, -1.40, 0.03)
H (1.81, -0.32, -1.15)
H (1.51, 1.99, -2.31)
H (-0.78, 3.04, -2.23)
C (2.50, -1.99, 1.72)
C (1.39, -2.09, 2.77)
H (2.17, -2.11, 0.67)
H (2.92, -0.91, 1.79)
H (3.32, -2.61, 1.88)
H (0.76, -1.24, 2.57)
H (1.87, -1.77, 3.66)
H (0.94, -2.95, 3.13)

Results
HOMO energy in eV: -8.8
Energy relative to the best compared isomer or geometry (same formula, charge and spin) in eV: 1.432
LUMO level in eV: 1.04
Frontier orbital gap in hartree: 0.3629
Structure (SMILES): Cc1ccccc1.CC

natural (NBO) population analysis, charges in e, atoms 1 to 2: number 1, C, carries -0.64; number 2, C, carries 0.01

---

Record 6
Below is 2 unconnected molecules or ions with the total composition C9H14 at a distorted geometry, with properties calculated with ωB97M-V/def2-TZVPD.

Geometry (Å):
C (2.25, 0.32, 0.75)
C (1.67, -0.07, -0.63)
C (0.65, 0.65, -1.25)
C (0.08, 0.27, -2.47)
C (0.41, -0.94, -3.10)
C (1.44, -1.73, -2.46)
C (1.94, -1.29, -1.25)
H (3.20, -0.14, 0.83)
H (1.52, 0.07, 1.55)
H (2.49, 1.36, 0.60)
H (0.34, 1.64, -1.00)
H (-0.72, 0.76, -2.83)
H (-0.13, -1.33, -4.04)
H (1.80, -2.68, -2.90)
H (2.84, -1.70, -0.74)
C (-2.05, 1.14, 1.93)
C (-2.87, 0.05, 2.80)
H (-1.63, 0.59, 1.06)
H (-2.66, 2.07, 1.65)
H (-1.07, 1.44, 2.46)
H (-2.58, -0.02, 3.90)
H (-3.00, -0.91, 2.26)
H (-3.92, 0.44, 2.88)

Results
HOMO energy in eV: -9.0
Energy relative to the best compared isomer or geometry (same formula, charge and spin) in eV: 1.583
LUMO level in eV: 0.98
Frontier orbital gap in hartree: 0.3683
Structure (SMILES): Cc1ccccc1.CC

natural (NBO) population analysis, charges in e, atoms 1 to 2: number 1, C, carries -0.63; number 2, C, carries -0.01

---

Record 7
Below is 2 unconnected molecules or ions with the total composition C9H14 at a distorted geometry, with properties calculated with ωB97M-V/def2-TZVPD.

Geometry (Å):
C (-2.40, -1.36, 1.63)
C (-1.03, -1.20, 1.03)
C (-0.49, -2.10, 0.14)
C (0.79, -1.90, -0.38)
C (1.54, -0.83, 0.03)
C (1.05, 0.05, 0.96)
C (-0.22, -0.13, 1.47)
H (-2.41, -2.06, 2.46)
H (-3.09, -1.71, 0.87)
H (-2.84, -0.43, 1.99)
H (-1.18, -2.86, -0.23)
H (1.16, -2.66, -1.06)
H (2.51, -0.61, -0.39)
H (1.58, 0.95, 1.24)
H (-0.65, 0.44, 2.28)
C (-0.01, 2.42, -1.83)
C (0.97, 3.55, -2.20)
H (-0.38, 1.88, -2.70)
H (0.41, 1.71, -1.12)
H (-0.88, 2.87, -1.35)
H (2.00, 3.22, -2.27)
H (0.84, 4.37, -1.49)
H (0.67, 4.00, -3.15)

Results
HOMO energy in eV: -9.1
Energy relative to the best compared isomer or geometry (same formula, charge and spin) in eV: 0.332
LUMO level in eV: 1.02
Frontier orbital gap in hartree: 0.3722
Structure (SMILES): Cc1ccccc1.CC

natural (NBO) population analysis, charges in e, atoms 1 to 2: number 1, C, carries -0.63; number 2, C, carries -0.02

---

Record 8
Below is 2 unconnected molecules or ions with the total composition C9H14, with properties calculated with ωB97M-V/def2-TZVPD.

Geometry (Å):
C (1.70, 1.70, 0.36)
C (1.26, 0.26, 0.32)
C (0.06, -0.16, 0.87)
C (-0.30, -1.51, 0.89)
C (0.60, -2.47, 0.45)
C (1.83, -2.07, -0.07)
C (2.13, -0.72, -0.16)
H (1.77, 2.07, -0.67)
H (2.72, 1.79, 0.76)
H (1.04, 2.31, 0.97)
H (-0.64, 0.51, 1.34)
H (-1.31, -1.80, 1.11)
H (0.37, -3.52, 0.49)
H (2.55, -2.78, -0.46)
H (3.07, -0.47, -0.62)
C (-2.73, 1.96, -1.79)
C (-3.04, 1.46, -0.36)
H (-3.59, 2.45, -2.25)
H (-1.94, 2.70, -1.76)
H (-2.36, 1.15, -2.42)
H (-3.76, 2.13, 0.11)
H (-3.42, 0.44, -0.37)
H (-2.12, 1.47, 0.20)

Results
HOMO energy in eV: -9.1
Energy relative to the best compared isomer or geometry (same formula, charge and spin) in eV: 0.295
LUMO level in eV: 1.02
Frontier orbital gap in hartree: 0.3705
Structure (SMILES): Cc1ccccc1.CC

natural (NBO) population analysis, charges in e, atoms 1 to 2: number 1, C, carries -0.63; number 2, C, carries -0.01

---

Record 9
Below is 2 unconnected molecules or ions with the total composition C9H14 at a distorted geometry, with properties calculated with ωB97M-V/def2-TZVPD.

Geometry (Å):
C (-2.25, 0.31, -0.44)
C (1.39, 1.11, -1.00)
C (1.62, 0.45, -2.29)
C (0.11, 0.89, -0.36)
C (-0.91, 0.17, -1.09)
C (0.72, -0.49, -2.80)
C (-0.56, -0.55, -2.14)
H (2.32, 1.66, -0.59)
H (2.60, 0.74, -2.82)
H (-0.09, 1.27, 0.61)
H (0.73, -1.15, -3.73)
H (-2.66, -0.70, -0.25)
H (-2.72, 0.81, -1.25)
H (-1.17, -1.27, -2.59)
H (-2.11, 0.84, 0.49)
C (-0.43, -0.70, 2.55)
C (1.11, -0.37, 2.66)
H (-0.74, -1.60, 2.91)
H (-0.95, 0.15, 2.85)
H (-0.57, -0.70, 1.38)
H (1.63, -0.61, 3.64)
H (1.32, 0.80, 2.30)
H (1.62, -1.07, 1.94)

Results
HOMO energy (spin up / spin down) in eV: -14.6 / -14.5
Energy relative to the best compared isomer or geometry (same formula, charge and spin) in eV: 2.335
LUMO level (spin up / spin down) in eV: -4.45 / -8.42
Total charge: +1
Frontier orbital gap (spin up / spin down) in hartree: 0.3727 / 0.2252
2S+1: 2

natural (NBO) population analysis, charges in e, atoms 1 to 2: number 1, C, carries -0.65; number 2, C, carries -0.24

---

Record 10
Below is 2 unconnected molecules or ions with the total composition C9H14BN2O10S2 at a distorted geometry, with properties calculated with ωB97M-V/def2-TZVPD.

Geometry (Å):
N (3.69, -3.88, 1.74)
C (3.70, -2.35, 1.55)
C (2.71, -1.98, 0.30)
O (3.21, -2.50, -1.02)
C (2.41, -0.34, 0.19)
S (0.70, -0.07, -0.53)
O (0.38, -1.25, -1.48)
O (0.82, 1.20, -1.46)
N (-0.55, 0.30, 0.63)
S (-0.41, -0.66, 2.09)
O (0.82, -0.26, 2.99)
O (-1.67, -0.29, 2.96)
O (-0.53, -2.36, 1.84)
B (-1.62, -2.70, 0.90)
O (-2.94, -2.04, 0.83)
O (-1.31, -3.79, -0.09)
H (3.74, -4.37, 0.82)
H (2.77, -4.17, 2.17)
H (4.81, -1.98, 1.39)
H (3.23, -1.90, 2.55)
H (1.70, -2.55, 0.48)
H (4.08, -2.99, -0.84)
H (2.64, 0.23, 1.18)
H (3.21, 0.05, -0.61)
H (-3.64, -2.77, 0.93)
H (-0.30, -3.75, -0.18)
C (-1.81, 3.05, -0.85)
C (-1.88, 2.86, -2.17)
C (-2.71, 3.73, -3.03)
O (-2.78, 3.55, -4.24)
C (-3.47, 4.81, -2.37)
C (-3.40, 5.00, -1.05)
C (-2.56, 4.13, -0.19)
O (-2.50, 4.31, 1.02)
H (-1.20, 2.43, -0.21)
H (-1.33, 2.07, -2.68)
H (-4.08, 5.44, -3.01)
H (-3.95, 5.79, -0.55)

Results
HOMO energy in eV: -6.5
LUMO level in eV: 1.13
Total charge: -1
Frontier orbital gap in hartree: 0.2814

natural (NBO) population analysis, charges in e, atoms 1 to 2: number 1, N, carries -0.86; number 2, C, carries -0.27

---

Please write out number 1 again, unchanged.
Below is 2 unconnected molecules or ions with the total composition C9H14 at a distorted geometry, with properties calculated with ωB97M-V/def2-TZVPD.

Geometry (Å):
C (0.84, 1.75, 1.30)
C (1.14, 1.06, 0.00)
C (1.95, -0.08, 0.00)
C (2.22, -0.73, -1.20)
C (1.66, -0.29, -2.38)
C (0.89, 0.87, -2.39)
C (0.68, 1.56, -1.21)
H (1.01, 1.15, 2.19)
H (-0.21, 2.07, 1.36)
H (1.45, 2.65, 1.39)
H (2.12, -0.57, 0.96)
H (2.84, -1.62, -1.18)
H (1.88, -0.83, -3.29)
H (0.53, 1.22, -3.35)
H (-0.04, 2.38, -1.17)
C (-1.68, -1.03, 1.13)
C (-3.08, -1.66, 1.14)
H (-1.27, -0.67, 2.07)
H (-0.96, -1.76, 0.77)
H (-1.67, -0.17, 0.45)
H (-3.07, -2.66, 1.57)
H (-3.75, -1.01, 1.71)
H (-3.49, -1.64, 0.13)

Results
HOMO energy in eV: -9.0
Energy relative to the best compared isomer or geometry (same formula, charge and spin) in eV: 0.286
LUMO level in eV: 1.00
Frontier orbital gap in hartree: 0.3687
Structure (SMILES): Cc1ccccc1.CC

natural (NBO) population analysis, charges in e, atoms 1 to 2: number 1, C, carries -0.64; number 2, C, carries 0.00